A 4-piece molecular cluster, C25H62ClN3O6P2SSi overall, computed with ωB97M-V/def2-TZVPD.

The geometry in XYZ format:
```
101
Properties=species:S:1:pos:R:3:forces:R:3
Cl 1.61234 -6.00007 -0.71276 -1.2 0.7 1.3
S -0.03785 -2.65661 2.73534 -0.2 -1.5 0.8
P -3.36514 -1.49828 2.31671 1.8 4.2 4.3
P -2.41116 -1.70723 0.33835 -1.4 -0.2 -1.0
Si -0.49026 -2.82273 0.63393 0.7 0.2 -0.5
O -4.92391 -0.70563 2.04093 2.6 -0.7 0.6
O -7.50077 -0.66052 -1.40062 0.1 0.6 -0.3
O 3.19150 2.73889 -6.05121 0.1 0.6 -0.2
O -2.53606 -0.49295 3.26611 -3.3 -3.8 -3.3
O 1.03700 3.57234 0.97222 -0.3 0.5 0.0
O -3.52437 -3.08425 3.03330 0.6 1.9 -2.6
N 3.22393 4.93626 -0.30046 -0.3 -0.3 -0.1
N -7.82933 0.55622 1.18283 0.3 -0.1 -0.2
N 2.86294 3.95563 -3.46776 0.3 -0.3 -0.1
C 1.03432 3.62002 2.39094 0.2 -0.4 -0.1
C 3.00102 4.80714 -4.65879 -0.3 -0.2 -0.2
C 0.25035 -5.74460 0.56278 -1.8 -1.7 0.1
C 2.34804 -2.24672 -0.20562 0.3 -0.4 -0.2
C 2.48759 6.39440 1.51115 0.1 0.3 0.1
C 3.57186 -5.17348 5.30461 0.4 0.2 -0.2
C 0.78770 -1.90609 -0.53302 0.1 -0.3 -1.1
C 4.04062 -5.78329 2.56355 -1.3 1.3 0.2
C -0.86174 -4.63316 0.10045 -0.2 -1.0 0.1
C 3.08455 -1.31972 0.91289 1.3 0.4 0.8
C 1.62901 5.36196 -5.03299 -0.2 0.3 0.0
C 4.33298 -4.80305 3.88119 1.7 1.9 -0.7
C 4.98272 -2.39849 2.61602 0.8 -0.2 0.5
C -6.99333 0.65621 -1.16598 0.2 -0.2 0.3
C -0.56492 -7.20478 0.60343 0.1 0.5 -0.5
C 3.39170 -2.10846 2.35491 -1.0 -0.3 -0.6
C 2.08212 5.71144 0.20752 0.1 -0.4 0.3
C 2.38064 0.11863 1.24102 0.4 0.7 -1.1
C -7.69125 1.40773 -0.00820 -0.3 -0.4 -0.1
C -8.66947 -0.70305 -2.20523 0.1 -0.4 0.2
C 0.81416 4.83545 0.33879 0.2 -0.2 -0.4
C -9.06326 1.96255 -0.38241 -0.1 0.3 0.0
C 3.69894 4.05562 -5.81657 0.2 -0.2 0.3
C 5.23821 -3.59273 3.74776 -2.3 -2.7 0.5
C 2.02280 2.69636 -6.85581 0.0 -0.4 0.2
H 1.29430 6.08764 -4.28249 0.1 -0.2 -0.1
H -1.39451 -7.15890 -0.25396 1.9 -0.3 1.9
H 2.41953 3.08324 -3.76804 0.0 0.3 0.1
H -7.05862 2.26493 0.25463 0.1 -0.1 -0.1
H -6.89839 0.26181 1.48208 -0.3 0.0 0.0
H -0.60965 -3.82013 3.34238 0.7 1.4 -1.2
H 1.62230 6.85704 1.99675 0.1 -0.1 0.0
H 2.77915 -3.12904 2.27686 1.5 2.2 0.5
H 0.16197 -8.12236 0.39158 -1.6 2.1 0.7
H -8.27274 -0.31617 0.88255 0.1 0.3 0.1
H 5.55246 -2.59738 1.60172 -1.2 0.3 1.9
H -1.05147 -4.68081 -1.06285 0.4 0.0 2.3
H 2.88601 -1.44014 3.20442 1.4 -1.7 -1.6
H 1.97240 0.60951 0.23233 0.8 -1.0 2.2
H 4.75201 3.91909 -5.54107 -0.2 -0.1 0.0
H -0.00224 5.37860 0.82838 0.1 0.0 0.2
H 0.56667 -2.36265 -1.61432 0.3 0.9 2.2
H 2.99438 -5.50712 2.06484 2.0 -0.6 0.9
H 2.97310 -2.16131 -1.20660 -1.4 -0.2 2.0
H 2.97790 4.55644 -1.21593 0.0 0.2 0.0
H 0.86063 4.58600 -5.08776 0.2 0.0 0.0
H 2.95051 5.70502 2.22248 -0.1 0.0 -0.1
H 3.63364 5.66435 -4.39596 0.0 -0.2 0.0
H -8.70540 -1.67868 -2.69969 0.1 0.1 0.1
H 0.69936 -5.56179 1.62895 -0.5 -0.1 -2.3
H 3.79387 3.66122 -3.16851 -0.1 0.1 0.0
H 2.74071 -4.34827 5.52018 1.9 -1.7 -0.7
H 1.66460 5.87693 -5.99845 0.0 -0.1 0.1
H 2.39541 -3.39132 0.12371 0.0 2.4 -0.7
H 0.32480 4.35636 2.77937 0.1 0.1 0.0
H 4.85276 -5.63086 1.71932 -1.6 -0.4 2.0
H 3.69510 4.64540 -6.74035 -0.2 0.0 0.0
H 4.17072 -1.06924 0.48393 -2.4 -0.5 0.7
H 1.85823 6.50593 -0.51550 -0.1 -0.2 0.0
H -2.12050 -0.35240 -0.06431 0.0 -0.6 0.8
H 1.13424 2.77773 -6.22715 -0.1 0.1 -0.2
H 4.30205 -5.14356 6.21842 -1.3 -0.1 -1.7
H -1.09154 -7.28615 1.64647 1.0 0.0 -2.0
H 2.02112 3.47372 -7.62537 0.0 0.1 0.1
H -8.67115 0.07431 -2.97478 0.0 0.1 0.1
H -6.99717 1.24598 -2.08976 -0.2 0.0 -0.1
H 3.22635 0.87372 1.61455 -2.0 -1.7 -0.5
H -5.94026 0.51968 -0.89048 -0.2 -0.1 0.0
H 0.74530 2.63221 2.76287 0.0 0.1 -0.1
H 3.01341 -6.20600 5.27859 1.3 1.9 -0.1
H -1.88522 -4.94740 0.62771 2.1 0.6 -1.1
H 5.46955 -1.41728 3.08879 -1.0 -2.2 -1.1
H -9.39797 2.68823 0.36810 0.1 -0.2 -0.1
H -2.89849 -3.70962 2.54551 -1.2 1.2 0.8
H 3.21976 7.18627 1.31425 -0.1 -0.2 0.0
H 1.49515 0.07431 2.01206 1.8 0.0 -1.5
H 3.94048 -6.90779 2.91531 0.5 2.4 -0.7
H 0.46441 4.59799 -0.67353 0.1 -0.1 0.1
H -9.83164 1.18658 -0.43717 0.2 0.0 0.0
H 2.04093 3.82677 2.75889 -0.1 0.1 0.2
H -9.55803 -0.62168 -1.57656 -0.1 0.1 -0.2
H 1.98687 1.72073 -7.35028 0.1 0.1 0.1
H 3.31254 4.10434 0.28938 0.0 0.3 -0.1
H 0.51294 -0.77210 -0.61333 0.8 -2.1 0.3
H 6.11658 -3.53882 4.54349 -2.5 0.7 -1.2
H -4.82580 0.25846 2.34197 0.3 -2.1 -0.2
H -9.02767 2.47752 -1.34787 0.0 -0.1 0.1
```
Forces are in eV/Å.

Computed properties:
relative energy (zero: lowest compared OMol25 entry of this formula, charge and spin): 215.7 kcal per mole
SMILES: CC(C)=CCC[C@H](C)CC[Si@](S)(C[C@@H](C)Cl)PP(=O)(O)O.COC[C@@H](C)N.COC[C@@H](C)N.COC[C@@H](C)N
2S+1: 1
HOMO: -7.597 eV
frontier orbital gap: 7.5 eV
LUMO: -0.08 eV
total charge: 0
maximum force: 6.30 eV/Å

Atomic partial charges in e from the Löwdin method, atoms 1 to 2: atom 1 (Cl): 0.495, atom 2 (S): 0.457

---

C25H64CaN3O11 as an isolated structure, computed with ωB97M-V/def2-TZVPD.

The geometry in XYZ format:
```
104
Properties=species:S:1:pos:R:3:forces:R:3
Ca -3.71549 27.12222 -26.47571 -0.8 0.3 0.3
O -10.30932 25.53974 -23.87927 -0.7 -0.3 -0.9
O -1.87043 29.02996 -22.76916 0.6 0.0 0.8
O -4.84067 24.96329 -25.69592 0.6 -0.6 -0.5
O -6.57816 27.01822 -19.65250 0.4 -0.5 -1.4
O -13.02487 28.73146 -21.86610 -0.8 0.3 -0.4
O -8.89057 31.28635 -26.27076 0.7 0.2 -0.1
O -10.22867 26.32918 -28.55137 -2.8 -0.8 0.0
O -5.73122 27.78225 -25.29838 -0.6 1.2 0.6
O -3.90242 27.78936 -24.21317 1.6 0.8 1.8
O -0.01101 23.97155 -25.86700 -0.4 2.3 0.1
O -6.42292 22.90958 -21.66429 0.0 0.0 -0.5
N -2.11970 25.66401 -25.40580 0.2 -1.1 1.5
N -11.10048 29.31943 -26.79800 -0.7 0.2 0.0
N -9.83229 28.72045 -19.97865 0.7 1.7 0.8
C -12.13119 28.31014 -20.89646 2.5 -1.1 -1.0
C -10.71409 28.92646 -21.10111 -1.2 0.8 -0.5
C -8.94479 26.14712 -28.07595 -0.3 -0.3 -0.1
C -11.06008 30.76632 -27.01720 -0.3 -1.1 0.7
C -5.74268 24.32712 -26.62882 0.0 0.0 0.6
C -10.94675 28.49183 -27.96307 -1.4 -0.4 0.7
C -2.74015 24.80146 -24.40790 -1.3 -0.6 1.3
C -9.71265 31.30458 -27.41763 -1.3 0.3 0.1
C -11.14024 26.98705 -27.61116 1.8 1.3 -1.1
C -12.91202 28.09634 -23.13573 0.2 0.4 0.1
C -7.65415 27.79684 -19.25932 -0.3 0.2 1.4
C -5.46944 27.23934 -18.84483 0.7 -0.6 0.5
C 0.78394 22.80543 -25.78323 -0.5 0.4 1.9
C -2.64647 29.80589 -21.87452 -1.1 -1.0 0.9
C -5.13561 27.99491 -24.18137 -2.4 -3.1 -2.2
C -8.79696 27.77563 -20.24924 0.3 -1.6 -0.9
C -8.94238 25.79068 -23.64626 -0.4 0.5 0.2
C -7.89622 30.28438 -26.32712 0.3 -0.4 -0.3
C -2.15998 31.21239 -21.94081 1.4 0.7 1.4
C -5.96415 24.17953 -21.23944 0.4 0.1 0.6
C -0.81869 26.15601 -24.88050 0.2 -0.5 -1.8
C -2.79217 29.20158 -20.37291 0.4 0.7 -1.2
C -6.02224 28.09961 -22.90173 1.8 0.2 -0.6
C 0.25401 25.02807 -24.86778 -0.3 -0.3 -0.7
C -4.02019 24.06352 -24.89716 0.2 1.3 -0.1
H -11.36291 31.19267 -26.06085 0.2 0.4 0.0
H -5.03455 28.23859 -18.86651 -0.4 0.4 -0.3
H -12.47874 28.51169 -19.88321 -0.1 0.0 -0.2
H -10.14560 28.61435 -21.97718 -0.7 -0.6 -0.6
H -6.92395 27.49078 -22.83579 0.1 0.1 -0.9
H -10.04599 28.69612 -28.54186 0.3 -0.4 -0.1
H -2.84522 31.90552 -21.45285 -0.3 0.1 -0.5
H -1.79331 31.53337 -22.91581 -0.7 -0.1 -0.2
H -10.55306 29.00192 -26.01084 0.2 0.2 0.0
H -10.94348 26.80867 -26.55401 0.6 -0.3 0.1
H -8.62629 27.13665 -27.74810 1.0 -0.3 0.5
H -7.94203 27.43828 -18.27106 -0.6 -0.1 0.2
H -4.99502 24.47179 -21.64375 -0.1 -0.2 -0.8
H -9.26152 26.79599 -20.36143 0.2 -0.4 0.5
H -11.82354 31.07552 -27.73109 -0.1 -0.3 -0.3
H -10.95725 29.96428 -21.32891 0.5 0.5 0.6
H -5.40015 27.70716 -22.09731 0.0 0.7 0.4
H -5.72589 24.11718 -20.17762 -0.6 0.4 0.3
H -3.25442 29.93586 -19.71317 0.0 0.3 -0.1
H -0.82337 26.59473 -23.88270 -0.6 0.0 0.0
H -3.68084 29.85467 -22.21483 -0.2 -0.4 -0.3
H -1.26859 31.31025 -21.32117 0.3 -0.1 0.2
H -6.26914 29.16003 -22.85023 -0.1 0.0 0.7
H -13.54938 28.65615 -23.82018 0.0 -0.1 0.1
H -11.81625 28.66783 -28.59640 0.2 0.6 -0.4
H -11.85142 27.27388 -21.08617 -0.9 -0.8 0.7
H -2.87615 25.33142 -23.46516 -0.7 0.6 -0.3
H -8.95993 25.33470 -27.34942 0.3 0.4 0.9
H -3.45350 28.33684 -20.31829 0.2 -0.1 -0.5
H -2.11220 23.99962 -24.01953 0.6 -0.4 -0.6
H -4.68335 26.55493 -19.16381 0.0 -0.1 0.0
H -7.24190 28.78038 -19.03396 -0.5 0.8 -0.5
H -10.37920 24.59148 -24.01161 -0.4 0.0 0.0
H -9.95388 32.30411 -27.77936 0.7 0.5 0.3
H -13.20395 27.04616 -23.13519 -0.2 -0.1 0.3
H -5.71118 27.02835 -17.80313 0.0 -0.1 0.3
H -0.58716 26.95444 -25.58548 0.6 0.0 0.1
H 0.35606 22.33164 -24.89975 0.4 -0.9 0.1
H -7.23651 30.45563 -27.17774 0.1 -0.1 -0.2
H -8.35116 25.71929 -28.88383 0.2 0.6 -0.2
H -8.31054 25.14909 -24.26046 0.3 -0.2 0.5
H -7.37244 23.04808 -21.69289 -0.1 -0.6 -0.1
H 1.21479 25.50422 -25.06342 0.2 -0.2 -0.1
H -11.89066 28.12633 -23.51523 0.2 0.1 0.0
H -12.19205 26.73869 -27.75302 0.3 -0.5 -0.5
H 0.66540 22.14568 -26.64274 0.1 0.5 -0.1
H -8.89523 25.70882 -22.56036 1.3 -0.1 0.1
H -2.43204 28.38039 -23.19840 -0.6 -0.1 -0.2
H -1.84723 28.93680 -19.89849 0.2 0.0 -0.3
H -9.26240 29.55418 -19.99293 -0.4 0.8 0.8
H -7.25666 30.21460 -25.44723 -0.3 0.6 0.2
H -6.44387 23.69079 -26.08890 -0.2 0.1 0.1
H -5.27611 23.68453 -27.37546 0.6 0.1 0.1
H -3.71894 23.19237 -25.47892 -0.2 0.0 -0.2
H -8.33760 29.29125 -26.41060 -0.1 -0.2 -0.2
H 0.25920 24.67529 -23.83646 0.2 -0.8 -0.1
H 1.81232 23.06839 -25.53546 0.2 -0.2 -0.5
H -4.59356 23.75654 -24.02246 -0.1 -0.2 0.0
H -6.27018 25.12192 -27.15622 0.0 0.0 0.2
H -6.72373 24.91518 -21.50389 0.4 0.4 0.4
H -8.71374 26.80920 -23.95999 -0.1 0.1 0.1
H -9.35926 30.76897 -28.29873 0.6 -0.2 0.2
H -8.37143 27.92663 -21.24133 0.3 0.3 -0.4
H -1.88102 24.94544 -26.07423 0.6 0.2 -1.0
```
Forces are in eV/Å.

Computed properties:
2S+1: 2
HOMO (alpha / beta): -4.026 / -8.305 eV
frontier orbital gap (alpha / beta): 4.2 / 8.5 eV
LUMO (alpha / beta): 0.19 / 0.18 eV
total charge: 0
maximum force: 4.49 eV/Å

Atomic partial charges in e from the Löwdin method, atoms 1 to 2: atom 1 (Ca): 1.017, atom 2 (O): -0.129